Entry 1:
ORCA calculation (the ωB97M-V functional and the def2-TZVPD basis) on the molecule C13H19BrN2O3S in a non-equilibrium geometry.

Properties
Lowest unoccupied orbital energy: 0.6 eV
Multiplicity: 1
Relative energy (zero: lowest compared OMol25 entry of this formula, charge and spin): 0.309 eV
HOMO level: -0.321 Eh
Energy: -103790.076 eV

XYZ file:
```
39
Properties=species:S:1:pos:R:3:nbo_charge:R:1
Br 4.659 -0.331 0.159 0.055
S -0.327 2.071 0.078 2.308
O 0.809 2.852 -0.302 -0.935
O -2.311 -0.317 0.848 -0.669
O -1.621 2.666 -0.081 -0.950
N -3.925 0.509 -0.493 -0.602
N -0.358 0.660 -0.864 -0.680
C -2.665 0.151 -0.219 0.688
C 0.256 -1.685 -0.497 -0.266
C 2.556 -2.239 -0.041 -0.267
C -5.570 -1.962 -0.312 -0.395
C -4.954 -2.653 0.898 -0.620
C 2.863 -0.891 -0.116 -0.041
C 0.578 -0.331 -0.579 0.249
C -6.091 -0.557 -0.003 -0.399
C -4.999 0.404 0.470 -0.232
C -0.110 1.523 1.784 -0.879
C -1.673 0.346 -1.368 -0.315
C 1.241 -2.621 -0.236 -0.179
C 1.903 0.064 -0.387 -0.327
H -5.427 1.396 0.642 0.201
H -4.552 0.050 1.400 0.232
H -4.828 -1.904 -1.111 0.193
H -1.620 -0.555 -1.984 0.238
H -6.405 -2.561 -0.683 0.204
H -4.041 -2.153 1.209 0.222
H -4.708 -3.684 0.655 0.210
H 0.977 -3.666 -0.173 0.220
H -4.136 0.951 -1.373 0.397
H -0.301 2.386 2.408 0.254
H 2.159 1.109 -0.459 0.265
H -6.853 -0.614 0.776 0.208
H 0.905 1.172 1.912 0.249
H 3.325 -2.966 0.168 0.230
H -5.652 -2.656 1.732 0.199
H -6.562 -0.148 -0.901 0.197
H -0.765 -2.012 -0.604 0.221
H -1.984 1.187 -1.992 0.234
H -0.835 0.739 1.969 0.281
```

=====

Entry 2:
ORCA calculation (the ωB97M-V functional and the def2-TZVPD basis) on a structure of composition C6H8Br2GaNS3 in a non-equilibrium geometry.

Properties
Lowest unoccupied orbital energy: -0.5 eV
Multiplicity: 1
HOMO level: -0.244 Eh
Energy: -232805.554 eV

XYZ file:
```
21
Properties=species:S:1:pos:R:3:nbo_charge:R:1
Br 5.513 1.807 0.024 0.117
Br 3.237 4.156 0.008 0.045
Ga 2.089 0.875 -0.042 0.742
S 1.484 -3.716 0.032 -0.539
S 1.411 -1.721 0.012 0.092
S -1.388 1.224 0.116 0.620
N 0.062 0.429 0.039 -0.923
C 5.110 3.655 0.033 -0.566
C -2.326 -0.241 0.266 -0.165
C -1.965 -2.699 -0.128 -0.666
C -0.128 -0.892 0.113 0.087
C -1.501 -1.336 0.141 -0.102
C -3.742 -0.212 -0.026 -0.685
H 5.644 4.309 0.663 0.235
H -4.187 0.897 -0.440 0.243
H 5.539 4.220 -0.699 0.221
H -4.513 -0.334 0.818 0.251
H -1.169 -3.253 -0.648 0.279
H -4.171 -1.149 -0.602 0.250
H -1.952 -3.300 0.752 0.246
H -3.045 -2.720 -0.432 0.217
```

=====

Entry 3:
ORCA calculation (the ωB97M-V functional and the def2-TZVPD basis) on the ion C4H7N2 with charge +1 in a non-equilibrium geometry.

Properties
Net charge: +1
Lowest unoccupied orbital energy (alpha / beta): -3.4 / -8.5 eV
Multiplicity: 3
Relative energy (zero: lowest compared OMol25 entry of this formula, charge and spin): 1.285 eV
HOMO level (alpha / beta): -0.482 / -0.551 Eh
Energy: -7229.448 eV

XYZ file:
```
13
Properties=species:S:1:pos:R:3:nbo_charge:R:1
N -1.213 0.307 -0.405 -0.368
N 1.491 -0.380 0.287 -0.261
C -0.810 -1.063 0.394 -0.321
C 1.299 0.804 0.019 0.163
C 0.717 -1.436 0.315 0.089
C -0.107 1.238 -0.371 -0.309
H 1.150 -2.380 0.116 0.255
H -0.236 1.936 -1.222 0.274
H -1.132 -0.870 1.494 0.287
H -1.525 0.176 -1.323 0.397
H -0.093 1.903 0.613 0.268
H 1.917 1.645 0.198 0.257
H -1.459 -1.878 -0.116 0.268
```

=====

Entry 4:
ORCA calculation (the ωB97M-V functional and the def2-TZVPD basis) on a structure of composition CH3N3O4 in a non-equilibrium geometry.

Properties
Lowest unoccupied orbital energy (alpha / beta): -0.1 / -2.8 eV
Multiplicity: 3
Relative energy (zero: lowest compared OMol25 entry of this formula, charge and spin): 0.910 eV
HOMO level (alpha / beta): -0.263 / -0.359 Eh
Energy: -13735.845 eV

XYZ file:
```
11
Properties=species:S:1:pos:R:3:nbo_charge:R:1
O -0.120 -1.369 -1.222 -0.430
O -2.072 -0.600 -3.396 -0.451
O 0.243 0.758 -2.602 -0.434
O -0.740 -2.255 -3.904 -0.446
N -0.965 -1.112 -3.531 0.276
N -0.605 0.081 0.485 -0.633
N 0.262 -0.670 -0.180 0.102
C -0.133 -0.320 -2.780 0.854
H 1.279 -0.414 -0.141 0.380
H -1.486 -0.444 0.343 0.383
H -0.999 0.973 0.243 0.400
```

=====

Entry 5:
ORCA calculation (the ωB97M-V functional and the def2-TZVPD basis) on a structure of composition C5H8O2.

Properties
Lowest unoccupied orbital energy: 1.0 eV
Multiplicity: 1
Relative energy (zero: lowest compared OMol25 entry of this formula, charge and spin): 1.705 eV
HOMO level: -0.357 Eh
Energy: -9408.128 eV

XYZ file:
```
15
Properties=species:S:1:pos:R:3:nbo_charge:R:1
O -0.820 0.350 2.048 -0.711
O 0.606 1.311 -0.018 -0.541
C -0.410 -0.473 0.983 0.071
C 0.977 -0.010 0.491 0.055
C -1.208 -0.124 -0.307 -0.464
C 1.114 -0.475 -0.960 -0.436
C -0.046 0.532 -1.072 0.084
H -0.252 1.102 -1.980 0.200
H 2.028 -0.075 -1.406 0.223
H -0.611 1.246 1.730 0.475
H 0.960 -1.524 -1.227 0.204
H -1.694 -0.949 -0.841 0.216
H -0.469 -1.511 1.325 0.190
H -1.967 0.591 0.019 0.227
H 1.793 0.009 1.215 0.206
```

=====

Entry 6:
ORCA calculation (the ωB97M-V functional and the def2-TZVPD basis) on a structure of composition C20H18N2O12Tb in a non-equilibrium geometry.

Properties
Net charge: -1
Lowest unoccupied orbital energy (alpha / beta): 1.7 / 1.7 eV
Multiplicity: 7
Relative energy (zero: lowest compared OMol25 entry of this formula, charge and spin): 2.708 eV
HOMO level (alpha / beta): -0.194 / -0.195 Eh
Energy: -71021.609 eV

XYZ file:
```
53
Properties=species:S:1:pos:R:3:lowdin_charge:R:1
Tb 0.603 -0.444 0.712 1.666
O 1.536 -2.278 -0.169 -0.193
O 2.595 0.256 0.558 -0.166
O -1.745 0.709 3.730 0.074
O 0.405 -0.773 -1.909 -0.213
O 0.048 -2.764 4.131 0.073
O 5.562 0.055 0.734 0.098
O 0.174 6.440 -2.270 0.074
O 0.819 -1.500 2.474 -0.114
O 3.839 -4.143 -0.638 0.090
O 6.211 -2.835 0.584 0.127
O -0.806 0.770 1.713 -0.164
O -1.379 -1.449 0.131 -0.195
N -1.971 6.010 -1.738 0.166
N 0.414 1.724 -0.624 -0.013
C -1.186 3.239 -1.545 0.002
C -2.289 -1.070 2.217 -0.095
C -0.654 5.687 -1.808 -0.510
C 3.323 -0.796 0.403 -0.297
C -2.576 -3.399 0.306 -0.088
C 3.893 -3.020 -0.151 -0.280
C -0.062 -2.197 3.062 -0.589
C 1.242 2.745 -0.420 -0.076
C -3.564 -2.218 0.359 -0.087
C -0.771 1.971 -1.182 -0.118
C 5.135 -2.322 0.353 -0.248
C 0.927 4.048 -0.779 0.031
C 2.811 -2.061 0.025 -0.273
C 1.266 -0.267 -2.915 -0.126
C -1.435 -2.365 2.295 -0.087
C -1.523 0.244 2.628 -0.613
C -1.289 -2.721 0.800 -0.253
C -2.622 -1.052 0.721 -0.250
C -0.317 4.308 -1.341 -0.131
C 4.781 -0.866 0.539 -0.275
H -4.345 -2.353 1.105 0.117
H -2.611 5.482 -1.174 0.099
H -1.397 1.104 -1.375 0.116
H -1.971 -3.151 2.834 0.152
H 1.375 -1.000 -3.721 0.086
H -2.244 6.936 -2.020 0.110
H -2.439 -3.750 -0.717 0.118
H 0.868 -1.557 -1.506 0.039
H -4.036 -2.048 -0.608 0.111
H 0.802 0.638 -3.313 0.077
H -0.361 -3.241 0.531 0.156
H -2.873 -4.244 0.921 0.117
H 1.631 4.853 -0.638 0.122
H 2.258 -0.020 -2.521 0.090
H -2.935 -0.075 0.342 0.159
H -3.170 -1.127 2.861 0.155
H -2.148 3.388 -2.014 0.111
H 2.200 2.494 0.024 0.117
```

=====

Entry 7:
ORCA calculation (the ωB97M-V functional and the def2-TZVPD basis) on the molecule C2H5NO2S in a non-equilibrium geometry.

Properties
Lowest unoccupied orbital energy: 0.3 eV
Multiplicity: 1
Relative energy (zero: lowest compared OMol25 entry of this formula, charge and spin): 5.054 eV
HOMO level: -0.317 Eh
Energy: -18570.515 eV

XYZ file:
```
11
Properties=species:S:1:pos:R:3:nbo_charge:R:1
S -2.058 -2.491 -0.387 -0.111
O -0.035 -0.913 -0.236 -0.369
O -0.143 1.383 -0.804 -0.555
N 0.664 0.372 -0.267 0.105
C 1.133 0.440 1.094 -0.437
C -1.265 -1.058 -0.660 0.033
H -1.875 -0.374 -1.172 0.192
H -0.298 1.156 -1.745 0.484
H 0.552 -0.050 1.751 0.206
H 2.148 -0.054 1.102 0.227
H 1.178 1.588 1.324 0.223
```

=====

Entry 8:
ORCA calculation (the ωB97M-V functional and the def2-TZVPD basis) on the ion C3H10NO with charge +1 in a non-equilibrium geometry.

Properties
Net charge: +1
Lowest unoccupied orbital energy: -3.3 eV
Multiplicity: 1
Relative energy (zero: lowest compared OMol25 entry of this formula, charge and spin): 0.494 eV
HOMO level: -0.580 Eh
Energy: -6803.817 eV

XYZ file:
```
15
Properties=species:S:1:pos:R:3:nbo_charge:R:1
O 1.871 -0.395 -0.268 -0.743
N -0.586 -0.240 -0.628 -0.506
C 1.236 -0.310 1.035 -0.090
C -0.294 -0.402 0.833 -0.250
C -1.261 1.027 -1.000 -0.423
H 1.505 0.668 1.424 0.207
H -1.110 -1.045 -0.949 0.434
H -0.749 0.432 1.350 0.232
H 2.510 -1.115 -0.274 0.511
H -0.764 -1.319 1.156 0.234
H 0.339 -0.277 -1.081 0.468
H -0.769 1.863 -0.517 0.233
H 1.575 -1.110 1.659 0.214
H -1.207 1.171 -2.059 0.240
H -2.296 1.054 -0.680 0.238
```